# 1
This record from OMol25 describes a molecular structure, C6H12BrI2MgO4. The level of theory is ωB97M-V/def2-TZVPD.

The geometry in XYZ format:
```
26
Properties=species:S:1:pos:R:3
Mg -0.16808 0.40963 0.13236
I 1.77831 -1.31147 0.72819
I -1.08340 1.82444 1.99828
Br -0.98924 0.48433 -2.09315
C -1.18155 -2.86762 2.79673
O -2.14567 -3.13715 1.87386
C -2.35214 -2.30671 0.85380
O -1.69561 -1.28864 0.61632
O -3.29442 -2.74968 0.05010
C -3.39314 -2.24111 -1.28148
H -0.29992 -3.34646 2.37065
H -1.62211 -3.37410 3.65549
H -1.10599 -1.78718 2.91942
H -3.60084 -1.17215 -1.23369
H -4.10650 -2.89886 -1.77804
H -2.40309 -2.43364 -1.69480
C 2.07216 3.91083 -1.34506
C 2.33053 2.51397 -0.78773
O 1.32949 1.94961 -0.47320
C 3.73510 1.95807 -0.67256
H 1.90809 3.82584 -2.41929
H 2.97856 4.50495 -1.22862
H 1.17699 4.37313 -0.92906
H 3.62864 0.98903 -0.18499
H 4.49693 2.58909 -0.21481
H 4.00681 1.58185 -1.65883
```

Results
- Charge: 0
- Gap between HOMO and LUMO (alpha / beta): 9.27 / 4.00 eV
- Spin multiplicity: 2

Here are the natural (NBO) charges for atoms 1 to 4, given in e: Mg 1.57; I -0.26; I -0.49; Br -0.83

# 2
This record from OMol25 describes a molecular structure, C6H12BrIrN2. The level of theory is ωB97M-V/def2-TZVPD.

The geometry in XYZ format:
```
22
Properties=species:S:1:pos:R:3
C 0.72426 1.59969 -2.83797
Ir -1.10901 0.20978 -1.20553
N -2.69612 0.30569 0.06161
H -1.62084 -0.24955 -2.64954
H -3.13948 -0.61363 0.05435
H -0.03582 2.22224 -2.38104
H 0.73961 1.84722 -3.91870
H 0.57652 0.55484 -2.56321
H 1.68225 1.98639 -2.47017
H -2.53349 0.58654 1.03007
H -3.35737 0.97081 -0.33879
Br 1.52164 1.02594 4.00612
C 1.14101 -0.07368 2.48908
C 1.72045 -1.34255 2.35098
C 1.40684 -2.10696 1.21212
C 0.53155 -1.56083 0.27573
N -0.03016 -0.33347 0.40833
C 0.27796 0.43224 1.50111
H 2.37313 -1.73563 3.12679
H 1.82148 -3.10863 1.01593
H 0.19831 -2.02524 -0.66428
H -0.19271 1.40878 1.49703
```

Results
- Charge: +1
- Gap between HOMO and LUMO (alpha / beta): 6.15 / 4.99 eV
- Spin multiplicity: 6

Here are the natural (NBO) charges for atoms 1 to 4, given in e: C -0.86; Ir 1.07; N -1.06; H -0.17

# 3
This record from OMol25 describes a molecular structure, C6H12ClIO2PRe. The level of theory is ωB97M-V/def2-TZVPD.

The geometry in XYZ format:
```
24
Properties=species:S:1:pos:R:3
C 1.12996 2.46520 -1.01943
I 0.81934 4.06232 0.83280
H 1.28745 1.84589 -0.12169
H 2.08071 2.91504 -1.32752
H 0.91397 1.73798 -1.81311
Re 1.06610 -2.05508 1.30729
P -0.39391 -0.70464 0.24402
C -1.79795 0.30508 -0.19762
C -0.13764 -1.72755 -1.27344
H -0.51642 -2.76922 2.01787
H -1.91947 -2.40290 0.92820
H -1.59297 -1.36234 2.34009
C -1.12849 -1.92935 1.52105
H 0.67541 -2.47318 -1.14996
H -1.09042 -2.19579 -1.55026
H -2.58897 -0.36970 -0.55699
H -1.53507 1.01063 -0.99593
H 0.16050 -0.99829 -2.04058
H -2.15302 0.86261 0.67737
C 0.00284 3.42370 -0.98930
O -0.88394 3.70092 -1.72567
Cl 2.84049 -3.42710 1.32979
O 2.72683 0.51700 1.83837
C 2.03467 -0.43124 1.72464
```

Results
- Charge: +3
- Gap between HOMO and LUMO (alpha / beta): 7.41 / 6.88 eV
- Spin multiplicity: 4
- Energy above the lowest of the compared OMol25 structures with the same formula, charge and spin: 4.3 kcal/mol

Here are the natural (NBO) charges for atoms 1 to 4, given in e: C -0.84; I 0.77; H 0.25; H 0.34

# 4
This record from OMol25 describes a molecular structure, C6H12ClNa2O10. The level of theory is ωB97M-V/def2-TZVPD.

The geometry in XYZ format:
```
31
Properties=species:S:1:pos:R:3
Na 2.79739 -1.10890 1.05423
Na -2.92148 0.69018 -3.60148
Cl -0.06106 0.76939 -0.66169
O -1.26120 0.48537 -1.39355
O 0.32303 2.05069 -1.09827
O -0.40106 0.90857 0.74288
O 1.00254 -0.17473 -0.79852
C -2.38090 4.10228 -2.25863
O -2.16458 5.36052 -1.51895
C -1.58489 5.47998 -0.22834
O -1.31168 6.50165 0.32321
O -1.42656 4.22662 0.38838
C -0.86588 4.10792 1.68936
H -3.39731 3.98910 -2.63572
H -2.15189 3.20499 -1.68371
H -1.69576 4.07821 -3.10604
H -0.67811 3.04325 1.82837
H -1.37283 4.53478 2.55475
H 0.13498 4.53321 1.76350
C -0.39252 -3.74126 0.03993
O 0.60291 -4.65078 -0.22186
C 1.80341 -4.61362 0.46917
O 2.18867 -3.59562 1.05771
O 2.38036 -5.81485 0.54241
C 3.47640 -5.96751 1.43455
H -0.37644 -3.46343 1.09380
H -1.39741 -4.10413 -0.17595
H -0.27673 -2.84951 -0.57610
H 4.19320 -5.15065 1.35061
H 4.04175 -6.85309 1.14430
H 3.17368 -5.97849 2.48161
```

Results
- Charge: 0
- Gap between HOMO and LUMO (alpha / beta): 1.92 / 7.79 eV
- Spin multiplicity: 2

Here are the natural (NBO) charges for atoms 1 to 4, given in e: Na 0.99; Na 0.03; Cl 2.58; O -0.90

# 5
This record from OMol25 describes a molecular structure, C6H12F26K4NO10P4S2. The level of theory is ωB97M-V/def2-TZVPD.

The geometry in XYZ format:
```
65
Properties=species:S:1:pos:R:3
K -4.29213 23.87070 -5.81175
K 3.06904 21.21781 -4.63295
K -2.16018 18.06756 -10.59996
K -3.16432 21.01589 2.00497
N 6.12182 19.33203 -7.86134
S 5.31242 18.18493 -8.76294
O 5.99454 17.59618 -9.89069
O 3.85291 18.26461 -8.72540
F 5.64657 17.00953 -7.73172
S 6.80152 19.99366 -9.00597
O 6.00120 20.45793 -10.14074
O 8.12490 19.43469 -9.32126
F 7.20998 21.35289 -8.26133
P 3.80330 20.22946 1.03033
F 3.20600 21.60340 0.39854
F 4.62805 21.06966 2.10907
F 2.56921 20.12549 2.00268
F 4.48338 18.89290 1.67521
F 2.96798 19.34392 -0.05042
F 5.06739 20.41323 0.02604
P -8.42610 18.46192 2.80679
F -7.60763 17.15581 2.32358
F -9.66745 18.09967 1.83368
F -8.95193 17.45869 3.98559
F -9.40374 19.58542 3.36823
F -7.24671 19.00453 3.85138
F -7.78945 19.34962 1.52815
P -2.91114 18.61507 -4.02347
F -1.93384 19.93072 -3.66122
F -3.21228 19.16427 -5.56857
F -1.62141 17.78908 -4.50751
F -3.75303 17.33256 -4.31397
F -2.56112 18.17157 -2.49131
F -4.14308 19.49818 -3.58436
P -10.52971 21.60949 -5.86663
F -9.84557 23.02834 -5.42269
F -11.81226 22.52868 -6.12236
F -10.18939 21.95291 -7.48799
F -11.47994 20.32550 -6.08744
F -9.26879 20.66961 -5.87592
F -10.64285 21.45808 -4.27298
C -1.50558 11.88711 -6.62347
O -0.74107 11.58360 -7.76462
C -0.87572 12.18837 -8.97781
O -1.72319 13.04859 -9.23305
O 0.03052 11.69981 -9.81179
C 0.30588 12.25628 -11.00842
H -2.54627 11.93008 -6.94473
H -1.22276 12.80810 -6.11367
H -1.45565 11.08192 -5.89049
H 0.83327 11.60465 -11.70508
H 0.74418 13.24625 -10.88220
H -0.60008 12.20034 -11.61193
C -2.49079 14.19836 3.71904
O -3.13520 14.15756 4.99531
C -3.02075 15.27066 5.77922
O -2.22285 16.18259 5.60686
O -3.82433 15.17086 6.88724
C -4.03975 16.18189 7.85285
H -2.96162 14.98803 3.13352
H -2.68440 13.34448 3.06980
H -1.42775 14.40135 3.84879
H -4.83362 16.88111 7.59023
H -3.15363 16.70315 8.21504
H -4.41357 15.68342 8.74721
```

Results
- Charge: -1
- Gap between HOMO and LUMO: 6.11 eV
- Spin multiplicity: 1
- Energy above the lowest of the compared OMol25 structures with the same formula, charge and spin: 296.4 kcal/mol

Here are the natural (NBO) charges for atoms 1 to 4, given in e: K 1.00; K 1.00; K 1.00; K 1.00

# 6
This record from OMol25 describes a molecular structure, C6H12F4KN2O14S4. The level of theory is ωB97M-V/def2-TZVPD.

The geometry in XYZ format:
```
43
Properties=species:S:1:pos:R:3
K 0.16335 1.13396 -1.31804
N -1.85807 2.72814 -0.42697
S -3.09992 2.88904 -1.33428
O -3.37112 4.28867 -1.54033
O -4.16225 1.89318 -1.36151
F -2.30846 2.42837 -2.68637
S -2.64051 2.21317 1.00626
O -2.81879 0.78395 1.23091
O -3.66333 3.13069 1.40269
F -1.38382 2.62078 2.00285
N 4.05248 3.26808 1.89907
S 2.56893 2.41699 2.14490
O 1.79091 2.23135 0.93648
O 1.91366 2.49330 3.43187
F 3.25805 0.93573 2.28481
S 3.43208 4.55059 2.39937
O 3.60552 4.87014 3.81391
O 2.21541 5.05470 1.70387
F 4.62513 5.43820 1.78361
C -0.38232 -2.79830 -3.93295
O -1.54471 -3.02588 -3.06111
C -1.86059 -2.20696 -2.04814
O -1.19225 -1.31094 -1.62984
O -3.13861 -2.49393 -1.64029
C -3.65711 -1.88790 -0.40967
H 0.46989 -3.28444 -3.45808
H -0.21891 -1.76850 -4.25062
H -0.54310 -3.45756 -4.78596
H -3.42022 -0.83341 -0.26813
H -3.33528 -2.48040 0.44676
H -4.72872 -1.96197 -0.59476
C 4.03266 -2.50716 -0.08940
O 2.70361 -2.97357 0.24569
C 1.68689 -2.13881 0.50764
O 1.59761 -0.88528 0.27307
O 0.78296 -2.88320 0.87670
C -0.37073 -2.36473 1.57512
H 4.36042 -3.15668 -0.90107
H 4.62270 -2.72615 0.80054
H 4.13999 -1.46654 -0.39548
H -1.04886 -1.78420 0.94963
H -0.28596 -1.78078 2.49159
H -0.98845 -3.19162 1.92549
```

Results
- Charge: 0
- Gap between HOMO and LUMO (alpha / beta): 8.27 / 3.32 eV
- Spin multiplicity: 2
- Energy above the lowest of the compared OMol25 structures with the same formula, charge and spin: 0.0 kcal/mol

Here are the natural (NBO) charges for atoms 1 to 4, given in e: K 0.97; N -1.18; S 2.44; O -0.89

| no. | electronic energy (Ha) |
| --- | --- |
| 1 | -3906.39175 |
| 2 | -3023.14514 |
| 3 | -1562.42508 |
| 4 | -1772.70250 |
| 5 | -8201.86948 |
| 6 | -3990.66510 |